Entry a
DFT (ωB97M-V with the def2-TZVPD basis set) results for a cluster of 2 separate species, CH2BrNOS in total.

Element x y z (Å)
C: 0.5607 -0.8230 0.0515
N: 0.8397 0.4615 -0.0387
O: -1.9211 -0.4083 -0.1303
S: 0.8453 -2.3704 0.2635
Br: -2.1562 1.2739 0.2287
H: 0.0312 0.9993 -0.2439
H: 1.8004 0.8670 -0.1309

Its LUMO energy (spin up / spin down) is -1.54 / -1.52 eV. Its HOMO energy (spin up / spin down) is -8.158 / -8.196 eV.

=====

Entry b
DFT (ωB97M-V with the def2-TZVPD basis set) results for an isolated molecule of CH2BrNOS.

Element x y z (Å)
O: 0.6544 0.3653 1.6364
C: 0.1678 -0.3804 0.8829
Br: -0.0336 -2.2379 1.0674
N: -0.1220 -0.0835 -0.6535
S: -0.7418 1.4476 -1.0024
H: -0.5137 -0.9594 -1.0541
H: 0.5888 1.8483 -0.8768

Its LUMO energy is 0.38 eV. Its HOMO energy is -9.281 eV. Its structure (SMILES) is O=C(Br)NS.

=====

Most stable structure - entry b; separation to the second - 0.1170 hartree.

=====

Entry a
DFT (ωB97M-V with the def2-TZVPD basis set) results for a structure of composition C33H28GeN2O6PdS.

Element x y z (Å)
Pd: 0.0983 -1.4542 0.6656
C: 0.3740 5.2870 6.1099
C: 0.3622 3.9146 5.4918
C: 1.3208 2.9691 5.8266
C: 1.3227 1.7090 5.2370
C: 0.3598 1.3909 4.2964
C: -0.6141 2.3230 3.9559
C: -0.6105 3.5698 4.5518
S: 0.3813 -0.1984 3.4869
O: -1.0029 -0.5993 3.3600
O: 1.2655 -1.0219 4.2789
N: 0.9213 0.1164 2.0219
C: 2.3727 0.0934 1.8550
C: 2.9033 -1.1595 1.1647
O: 4.1004 -1.3452 1.0603
O: 2.0205 -2.0146 0.7233
H: 0.9621 5.3003 7.0274
H: -0.6369 5.6212 6.3474
H: 0.8084 6.0195 5.4258
H: 2.0755 3.2146 6.5655
H: 2.0570 0.9623 5.5077
H: -1.3796 2.0497 3.2410
H: -1.3782 4.2908 4.2920
H: 2.9131 0.1962 2.7978
H: 2.6677 0.9301 1.2133
O: -3.1065 -4.0306 -0.1603
C: -2.2572 -3.1831 0.0874
O: -0.9946 -3.3288 0.1316
C: -2.7486 -1.7389 0.2436
C: -4.0912 -1.4161 0.1133
C: -4.4783 -0.0976 0.2626
C: -3.5190 0.8617 0.5658
C: -2.2048 0.4634 0.6933
N: -1.8401 -0.8039 0.5170
H: -4.7821 -2.2167 -0.1064
H: -5.5171 0.1853 0.1463
H: -3.7820 1.9012 0.7033
H: -1.4085 1.1480 0.9553
C: -3.8489 -1.3060 -3.8063
C: -3.2092 -2.4954 -3.4867
C: -1.9584 -2.4694 -2.8881
C: -1.3244 -1.2591 -2.6037
C: -1.9793 -0.0718 -2.9310
C: -3.2331 -0.0944 -3.5271
Ge: 0.4189 -1.2099 -1.7069
C: 1.6112 -2.4738 -2.5925
C: 2.8614 -2.8122 -2.0698
C: 3.7232 -3.6229 -2.7947
C: 3.3559 -4.1042 -4.0435
C: 2.1192 -3.7718 -4.5730
C: 1.2526 -2.9611 -3.8505
C: 1.1419 0.5970 -1.9555
C: 1.0480 1.5923 -0.9858
C: 1.4979 2.8805 -1.2485
C: 2.0476 3.1876 -2.4846
C: 2.1633 2.1995 -3.4530
C: 1.7167 0.9129 -3.1869
H: -4.8315 -1.3232 -4.2626
H: -3.6907 -3.4461 -3.6767
H: -1.4842 -3.4045 -2.6136
H: -1.5037 0.8815 -2.7233
H: -3.7305 0.8368 -3.7721
H: 3.1538 -2.4573 -1.0907
H: 4.6868 -3.8818 -2.3737
H: 4.0321 -4.7408 -4.6016
H: 1.8238 -4.1431 -5.5470
H: 0.2894 -2.7075 -4.2776
H: 0.6552 1.3538 -0.0026
H: 1.4262 3.6414 -0.4807
H: 2.4002 4.1912 -2.6891
H: 2.6085 2.4298 -4.4133
H: 1.8255 0.1434 -3.9439

Its LUMO energy (spin up / spin down) is 2.24 / 1.90 eV. Its HOMO energy (spin up / spin down) is -4.694 / -5.773 eV. Its net charge is -1. Its spin multiplicity is 2. Its expectation value of S² is 0.755.

=====

Entry b
DFT (ωB97M-V with the def2-TZVPD basis set) results for a structure of composition C33H28GeN2O6PdS.

Element x y z (Å)
Pd: -0.6198 0.6197 1.8803
C: -2.2409 -6.0567 -2.8688
C: -2.3203 -5.1286 -1.6859
C: -3.4158 -4.2909 -1.5034
C: -3.4794 -3.4171 -0.4277
C: -2.4333 -3.3652 0.4820
C: -1.3420 -4.2086 0.3261
C: -1.2902 -5.0813 -0.7501
S: -2.4577 -2.1445 1.7876
O: -1.3766 -2.5079 2.6793
O: -3.8093 -2.1693 2.2996
N: -2.0776 -0.8005 1.0558
C: -3.1594 -0.0671 0.4105
C: -3.1222 1.4329 0.6974
O: -3.9410 2.1635 0.1696
O: -2.1378 1.8860 1.4274
H: -3.2221 -6.2052 -3.3195
H: -1.8479 -7.0324 -2.5798
H: -1.5799 -5.6527 -3.6392
H: -4.2366 -4.3261 -2.2112
H: -4.3416 -2.7788 -0.2836
H: -0.5541 -4.1895 1.0682
H: -0.4392 -5.7450 -0.8612
H: -4.1441 -0.4059 0.7380
H: -3.1151 -0.1764 -0.6799
O: 2.6419 1.6934 4.3354
C: 1.7789 1.2795 3.5677
O: 0.7116 1.8662 3.2008
C: 2.0070 -0.1083 2.9587
C: 3.1635 -0.8268 3.2165
C: 3.3427 -2.0487 2.5959
C: 2.3583 -2.5251 1.7406
C: 1.2267 -1.7606 1.5430
N: 1.0657 -0.5799 2.1403
H: 3.8886 -0.3899 3.8876
H: 4.2426 -2.6256 2.7696
H: 2.4601 -3.4741 1.2321
H: 0.4163 -2.0795 0.9038
C: 5.0070 0.6721 0.1744
C: 4.5506 1.6817 1.0107
C: 3.2149 2.0561 0.9826
C: 2.3160 1.4286 0.1192
C: 2.7880 0.4183 -0.7176
C: 4.1242 0.0413 -0.6915
Ge: 0.4178 1.9086 0.1467
C: 0.3120 3.8575 0.2141
C: -0.8157 4.5754 0.6157
C: -0.8293 5.9612 0.5268
C: 0.2705 6.6497 0.0351
C: 1.3936 5.9463 -0.3727
C: 1.4120 4.5608 -0.2818
C: -0.4448 1.2598 -1.4850
C: -0.5805 -0.1037 -1.7483
C: -1.1901 -0.5476 -2.9122
C: -1.6776 0.3717 -3.8321
C: -1.5509 1.7305 -3.5833
C: -0.9371 2.1711 -2.4176
H: 6.0478 0.3728 0.2014
H: 5.2265 2.1664 1.7038
H: 2.8653 2.8252 1.6615
H: 2.1073 -0.0838 -1.3974
H: 4.4744 -0.7490 -1.3448
H: -1.6796 4.0492 0.9921
H: -1.7121 6.5031 0.8430
H: 0.2526 7.7310 -0.0303
H: 2.2587 6.4723 -0.7584
H: 2.2998 4.0266 -0.6017
H: -0.2479 -0.8293 -1.0170
H: -1.3044 -1.6109 -3.0881
H: -2.1658 0.0285 -4.7361
H: -1.9428 2.4510 -4.2905
H: -0.8605 3.2351 -2.2241

Its LUMO energy (spin up / spin down) is 2.08 / 1.95 eV. Its HOMO energy (spin up / spin down) is -4.736 / -5.749 eV. Its net charge is -1. Its spin multiplicity is 2. Its expectation value of S² is 0.754.

=====

Most stable structure - entry b; separation to the second - 0.0061 hartree.

=====

Entry a
DFT (ωB97M-V with the def2-TZVPD basis set) results for an isolated molecule of C2H2BrClO.

Element x y z (Å)
Cl: -1.9869 -0.0994 1.4993
C: -1.0727 0.4840 0.2388
C: 0.2745 -0.2780 0.1188
O: 0.9297 -0.3237 -0.9620
Br: 2.8922 0.4832 -1.1772
H: -1.5073 0.6377 -0.7125
H: 0.4705 -0.9040 0.9948

Its LUMO energy (spin up / spin down) is -2.14 / -1.73 eV. Its HOMO energy (spin up / spin down) is -9.382 / -9.796 eV. Its structure (SMILES) is Cl/C=C/OBr.

=====

Entry b
DFT (ωB97M-V with the def2-TZVPD basis set) results for a structure of composition C2H2BrClO.

Element x y z (Å)
C: -0.1437 0.7029 0.9010
C: -0.2443 -0.7381 -0.6590
O: 0.8067 1.4292 0.9244
Cl: 1.4547 -1.4090 -0.4558
Br: -0.2457 0.6467 -1.8018
H: -0.6015 0.8383 1.9211
H: -1.0263 -1.4700 -0.8299

Its LUMO energy is -0.12 eV. Its HOMO energy is -9.086 eV.

=====

Most stable structure - entry b; separation to the second - 0.0024 hartree.

=====

Entry a
DFT (ωB97M-V with the def2-TZVPD basis set) results for an isolated molecule of C3H3N3.

Element x y z (Å)
C: -1.4896 -0.1514 0.3281
C: -0.1702 -0.1221 0.1627
C: 0.7738 0.8347 -0.3946
N: 1.9349 0.2783 -0.5103
N: 1.8034 -1.0199 -0.0366
N: 0.6718 -1.3082 0.3470
H: -1.9568 -0.9997 0.8005
H: -2.1389 0.6417 -0.0099
H: 0.5715 1.8465 -0.6867

Its LUMO energy is -1.32 eV. Its HOMO energy is -10.178 eV. Its structure (SMILES) is C=C1C=NN=N1.

=====

Entry b
DFT (ωB97M-V with the def2-TZVPD basis set) results for an isolated molecule of C3H3N3.

Element x y z (Å)
N: 1.8298 -1.7290 -1.2660
C: 0.8036 -1.2380 -1.0484
C: -0.4485 -0.5748 -0.7236
N: -0.5653 0.9064 -1.1364
C: -0.4115 0.6278 0.0763
N: -0.2248 1.1511 1.3166
H: -1.3342 -1.2036 -0.7424
H: -0.3362 0.4740 2.0548
H: 0.6239 1.6895 1.4170

Its LUMO energy is 0.49 eV. Its HOMO energy is -10.280 eV. Its structure (SMILES) is N#C[C@@H]1N=C1N.

=====

Most stable structure - entry b; separation to the second - 0.0233 hartree.

=====

Entry a
DFT (ωB97M-V with the def2-TZVPD basis set) results for a structure of composition C3H3N3.

Element x y z (Å)
N: -0.6541 1.2786 -0.3187
C: 0.5053 -0.1502 0.4251
C: -0.8166 -0.2760 0.8076
N: -1.5967 -0.9143 1.3654
C: 1.1092 -1.1178 -0.4421
N: 1.6666 -1.8332 -1.1619
H: 0.0470 1.7248 -0.8840
H: -1.4587 1.0395 -0.9373
H: 1.1219 0.2224 1.2526

Its LUMO energy is -1.69 eV. Its HOMO energy is -10.248 eV.

=====

Entry b
DFT (ωB97M-V with the def2-TZVPD basis set) results for an isolated molecule of C3H3N3.

Element x y z (Å)
C: -2.3490 -0.3991 0.0954
N: -1.0251 -0.4662 -0.1173
N: -0.5723 0.8656 -0.0090
C: 0.6479 0.8576 -0.0551
C: 1.4173 -0.1874 -0.1254
N: 2.5177 -0.7137 0.1401
H: -2.8924 -1.4372 -0.2434
H: -3.0717 0.2998 0.5191
H: 1.2257 1.7120 0.1385

Its LUMO energy is -0.73 eV. Its HOMO energy is -10.336 eV. Its structure (SMILES) is C=N/N=C\C#N.

=====

Entry c
DFT (ωB97M-V with the def2-TZVPD basis set) results for an isolated molecule of C3H3N3.

Element x y z (Å)
C: 0.3265 0.8524 -0.1388
C: 1.1837 -0.1539 0.1082
N: 0.7624 -1.4022 -0.0898
N: -0.4517 -1.7200 -0.0471
N: -1.3655 -0.7914 0.0826
C: -1.1013 0.5156 0.0677
H: 0.6919 1.7857 -0.0617
H: 2.1373 -0.0356 0.3009
H: -2.1833 0.9494 -0.2221

Its LUMO energy is 0.03 eV. Its HOMO energy is -9.624 eV. Its structure (SMILES) is c1cnnnc1.

=====

Most stable structure - entry c; separation to the second - 0.0317 hartree.

=====

Entry a
DFT (ωB97M-V with the def2-TZVPD basis set) results for an isolated molecule of C3H3N3.

Element x y z (Å)
C: -1.1080 -1.0390 1.4852
N: -0.4980 -0.3707 0.6792
N: -0.3670 -0.9363 -0.4659
C: 0.2900 -0.0957 -1.2410
C: 0.6484 1.0055 -0.5445
N: 1.2922 1.9398 -0.1773
H: -1.0434 -1.0095 2.5428
H: -1.5162 -2.0709 1.2772
H: 0.5866 -0.5743 -2.2698

Its LUMO energy is -0.88 eV. Its HOMO energy is -10.013 eV. Its structure (SMILES) is C=N/N=C\C#N.

=====

Entry b
DFT (ωB97M-V with the def2-TZVPD basis set) results for an isolated molecule of C3H3N3.

Element x y z (Å)
N: 2.2019 -0.7162 -0.4456
C: 1.2547 -0.2146 -0.0200
C: -0.0483 0.2189 0.4437
N: -0.8161 -0.9484 -0.1241
C: -0.4225 1.5830 -0.0573
N: -0.7064 2.6374 -0.4452
H: -0.0859 0.3126 1.5544
H: -0.5553 -1.8711 0.2372
H: -0.8221 -1.0017 -1.1431

Its LUMO energy is 0.44 eV. Its HOMO energy is -10.492 eV. Its structure (SMILES) is N#CC(N)C#N.

=====

Most stable structure - entry b; separation to the second - 0.0930 hartree.